Record 1
118
Properties=species:S:1:pos:R:3:lowdin_charge:R:1 method="wB97M-V/def2-TZVPD" orbital_gap_ev=7.28 e_homo_ev=-10.52 e_tot_ev=-119333.8641 total_charge=+1
I -0.993 -2.114 1.499 0.7681
I -2.993 -0.841 -1.445 1.0679
I 0.609 -2.381 -1.179 0.9097
Cl -3.178 2.675 -0.972 0.3141
S -2.383 0.445 -5.276 0.8813
P -2.727 1.882 -2.850 0.4996
O -4.991 -2.706 -4.657 0.0442
O -2.480 5.478 3.594 0.1352
O -0.996 4.268 2.458 -0.0206
O 3.535 0.212 2.810 0.0428
O -1.678 2.947 -3.514 -0.3574
O 3.509 -5.004 1.342 0.0478
O 5.484 -1.680 5.798 0.0552
O 1.267 7.518 -0.262 0.0539
O -6.619 2.818 6.239 0.0752
O -1.602 -1.631 -3.882 -0.1686
N 0.694 0.089 -3.004 0.1124
C -1.271 -5.086 -6.719 -0.0708
C -5.858 4.911 5.396 -0.0194
C 0.012 -3.069 -7.065 -0.0478
C 3.578 7.999 0.033 -0.0231
C -0.867 -4.038 -7.543 -0.0654
C -0.350 3.012 0.483 -0.2118
C -7.310 -2.656 -5.186 -0.0189
C 4.603 -7.078 1.736 -0.0195
C 0.837 -0.644 -5.339 -0.0771
C 2.545 -6.314 3.075 -0.0176
C 4.630 -1.620 6.656 -0.4840
C 4.194 -0.792 2.625 -0.4907
C 3.549 -6.029 1.984 -0.4951
C -1.342 -0.231 -3.941 -0.7647
C -0.791 -5.140 -5.413 -0.0608
C -0.418 -0.158 0.718 -0.7627
C 0.513 2.052 -1.801 -0.1026
C 0.496 -3.115 -5.757 -0.2509
C -0.133 0.612 -1.839 -0.3620
C 4.652 -2.533 7.856 -0.0200
C -1.577 0.429 -2.448 -0.7916
C -5.988 3.408 5.395 -0.5029
C -5.285 2.666 4.279 -0.0266
C 1.457 -2.073 -5.260 -0.1014
C 5.664 -0.844 2.923 -0.0256
C 0.150 -0.249 -4.100 -0.1986
C 2.044 7.284 1.971 -0.0200
C 0.081 -4.160 -4.935 -0.0443
C -0.055 3.208 -0.995 -0.2054
C 0.479 0.427 1.825 -0.1912
C 3.565 -2.053 2.084 -0.0196
C 2.203 7.594 0.503 -0.5077
C -0.744 4.364 1.048 -0.1824
C 3.498 -0.626 6.570 -0.0110
C -6.433 -3.005 -2.792 -0.0240
C -6.131 -2.782 -4.255 -0.5002
C -2.244 4.658 2.789 -0.3775
C 0.367 -0.316 -0.648 -0.6547
H 0.067 5.071 0.896 0.1171
H 2.303 8.158 2.569 0.0902
H 1.846 -5.483 3.151 0.0779
H -5.675 2.990 3.312 0.0821
H 1.547 1.891 -1.502 0.1273
H 2.337 -2.067 -5.895 0.1266
H 2.542 -1.151 6.549 0.0878
H 3.519 0.038 7.436 0.0889
H -6.404 5.320 6.242 0.0824
H -5.454 1.597 4.391 0.0797
H 1.010 7.013 2.171 0.0737
H -4.808 5.198 5.473 0.0787
H -7.932 -1.810 -4.888 0.0882
H 1.310 0.977 1.404 0.0605
H 2.499 -1.874 1.937 0.0492
H 2.695 6.453 2.249 0.0890
H -0.117 1.102 2.430 0.0835
H -1.617 4.742 0.519 0.1135
H 6.224 -1.075 2.013 0.0886
H -7.911 -3.566 -5.154 0.0889
H 3.684 -2.867 2.797 0.0804
H -6.956 -2.498 -6.201 0.0817
H -5.492 -3.077 -2.249 0.0544
H -1.944 -5.848 -7.068 0.1046
H 1.774 -2.263 -4.240 0.0824
H -6.269 5.323 4.473 0.0859
H 3.056 -6.440 4.030 0.0878
H -2.021 -1.915 -4.708 0.0878
H 4.028 -2.330 1.138 0.0856
H 0.700 3.994 -1.032 0.1311
H 3.899 8.903 0.552 0.0884
H -1.125 -5.942 -4.776 0.1058
H 5.513 -3.194 7.795 0.0820
H 5.195 -7.235 2.639 0.0883
H 0.551 2.361 -2.839 0.1125
H 1.597 0.102 -5.563 0.1431
H -1.177 2.342 0.679 0.0587
H 5.993 0.118 3.308 0.0874
H -0.919 3.668 -1.448 0.0389
H 3.741 -3.133 7.886 0.0858
H 0.568 2.732 0.985 0.1084
H 1.370 0.037 -0.446 0.0632
H 3.599 -0.032 5.663 0.0716
H 0.137 -0.608 -6.160 0.0792
H 5.259 -6.752 0.933 0.0819
H -1.613 0.154 -6.339 -0.0999
H -7.012 -2.170 -2.396 0.0887
H 0.844 -0.333 2.494 0.0163
H 0.331 -2.263 -7.714 0.1149
H 3.555 8.192 -1.036 0.0812
H -6.994 -3.929 -2.652 0.0892
H 4.133 -8.021 1.454 0.0872
H 1.992 -7.226 2.846 0.0871
H -1.244 -3.998 -8.552 0.1049
H -4.213 2.865 4.323 0.0693
H 1.709 0.064 -2.954 0.1826
H -1.368 0.341 0.626 -0.0053
H 4.718 -1.944 8.772 0.0878
H -3.044 4.112 2.274 0.1407
H 5.852 -1.607 3.676 0.0595
H -1.878 3.844 -3.210 0.0656
H 0.419 -4.241 -3.914 0.0831
H 4.293 7.201 0.238 0.0854

---

Record 2
124
Properties=species:S:1:pos:R:3:lowdin_charge:R:1 method="wB97M-V/def2-TZVPD" e_above_lowest_kj_mol=71.8 orbital_gap_ev="6.71 / 7.36" e_homo_ev="-10.78 / -10.85" s2=6.034 multiplicity=5 e_tot_ev=-141435.1941 total_charge=+1
Mn 0.530 0.549 0.501 0.9769
S 3.297 -0.266 0.966 0.6637
S 1.725 -2.233 1.862 0.6736
Si 0.919 0.363 -2.874 0.0619
F 5.444 1.114 0.704 0.1731
F 4.803 0.842 2.762 0.1589
F 4.004 -3.477 1.352 0.1636
F 2.361 -4.747 1.940 0.1621
F 2.417 -3.915 -0.055 0.1659
F 5.710 -0.808 1.675 0.1866
O 2.433 0.030 -3.300 -0.0778
O 0.853 -1.783 0.746 -0.3374
O 2.562 1.035 0.836 -0.3539
O 0.363 1.800 -3.424 -0.1109
O 0.711 0.483 -1.242 -0.2874
O -0.078 -0.809 -3.419 -0.1028
O 3.456 -1.030 -0.233 -0.2392
O 1.072 -2.710 3.038 -0.2455
N -1.577 4.921 -0.098 -0.1504
N 0.150 0.609 2.465 0.0012
N 2.763 -1.076 2.217 -0.2725
N -0.586 2.582 0.282 -0.1827
N -1.472 -0.310 0.632 0.0454
C -2.374 -1.977 2.072 0.0646
C -5.022 -3.592 2.039 -0.0314
C -2.833 -2.050 -0.254 0.0366
C 0.743 -0.114 7.416 -0.0349
C 4.944 0.255 1.576 -0.6936
C -1.148 1.530 7.202 -0.0290
C -0.928 3.221 1.576 -0.1382
C 3.699 0.722 -3.386 -0.6087
C -2.060 -0.913 -0.398 -0.0691
C 0.057 1.237 -5.811 -0.0184
C 0.925 1.237 3.370 -0.0924
C -4.157 -4.589 -0.083 -0.0556
C -1.501 4.644 1.334 -0.1381
C -2.988 -2.629 0.999 -0.1204
C 4.778 -0.312 -3.102 -0.0156
C 3.727 1.850 -2.363 -0.0127
C -0.329 0.328 5.203 -0.1141
C 0.398 3.464 -0.421 -0.1216
C -2.422 3.906 -0.732 -0.1288
C -3.756 -3.920 1.233 -0.5527
C -1.809 2.489 -0.550 -0.1295
C -0.183 2.245 -4.689 -0.6174
C 0.479 3.576 -5.000 -0.0152
C 0.717 1.120 4.719 0.0366
C -0.862 -0.156 2.912 -0.1800
C -0.580 0.192 6.698 -0.5509
C -2.869 -4.893 2.032 -0.0313
C -0.229 4.859 -0.670 -0.1281
C -1.580 -0.928 7.007 -0.0532
C 3.870 1.264 -4.792 -0.0175
C 0.069 -2.204 -3.762 -0.6235
C -1.290 -2.635 -4.284 -0.0224
C -1.637 -0.843 1.851 -0.1980
C 0.446 -2.975 -2.509 -0.0183
C -1.678 2.428 -4.483 -0.0192
C 2.711 -3.699 1.213 -0.6727
C -1.128 -0.295 4.255 0.0716
C 1.132 -2.393 -4.843 -0.0171
H -1.884 -5.005 1.567 0.0968
H 3.521 1.462 -1.360 0.0550
H 1.231 -0.995 6.990 0.0996
H -1.516 2.048 -1.505 0.1007
H -2.065 -2.396 -3.550 0.0747
H 1.289 3.534 0.210 0.1229
H -2.531 4.149 -1.788 0.1069
H 3.149 2.058 -4.997 0.0631
H 0.543 -0.313 8.470 0.0931
H 0.945 -1.716 -5.682 0.0858
H 1.550 3.446 -5.166 0.0737
H -1.881 -0.478 -1.375 0.1201
H -0.284 1.658 -6.758 0.0986
H -1.526 -2.115 -5.216 0.0887
H -0.867 5.401 1.797 0.1217
H 2.970 2.605 -2.602 0.0852
H 0.374 5.650 -0.222 0.1219
H 1.385 1.641 5.391 0.1271
H -1.244 -1.889 6.606 0.0976
H 0.759 -3.990 -2.769 0.0988
H -2.422 -2.394 3.070 0.1240
H -0.300 5.063 -1.739 0.1142
H 0.673 2.981 -1.350 0.0871
H -1.868 3.210 -3.742 0.0675
H -1.962 -0.912 4.554 0.1146
H 0.343 4.270 -4.165 0.0801
H -0.397 -3.039 -1.812 0.0788
H 2.130 -2.188 -4.454 0.0804
H -0.489 0.310 -5.621 0.0742
H -1.317 1.474 8.280 0.0959
H -0.458 2.356 7.008 0.0869
H 1.443 0.723 7.370 0.0808
H -3.276 -2.490 -1.136 0.1100
H -2.167 2.712 -5.418 0.0968
H 4.588 -0.812 -2.151 0.0619
H 3.732 0.464 -5.524 0.0955
H 4.789 -1.069 -3.891 0.0926
H -3.411 3.957 -0.276 0.1212
H -3.343 -5.876 2.063 0.0933
H 4.874 1.678 -4.913 0.0979
H -5.675 -2.909 1.489 0.0948
H -5.580 -4.511 2.238 0.0953
H -4.690 -5.516 0.135 0.0930
H -2.576 -0.709 6.611 0.0868
H -4.776 -3.132 3.001 0.0838
H 1.275 -2.481 -1.998 0.0749
H 5.759 0.167 -3.064 0.0952
H 0.043 4.019 -5.898 0.0970
H -2.118 1.489 -4.131 0.0924
H -2.499 4.737 1.762 0.1203
H -2.510 1.824 -0.054 0.1052
H -4.825 -3.961 -0.678 0.0883
H -1.652 2.581 2.085 0.1192
H -2.101 1.760 6.718 0.0931
H 1.735 1.835 2.980 0.1207
H -1.679 -1.033 8.088 0.0933
H -0.027 3.269 2.184 0.1007
H -2.722 -4.566 3.065 0.0818
H 1.119 0.996 -5.904 0.0811
H 1.099 -3.421 -5.210 0.0944
H -3.281 -4.842 -0.689 0.0953
H -1.304 -3.711 -4.475 0.0951
H 4.708 2.330 -2.355 0.1002

---

Record 3
125
Properties=species:S:1:pos:R:3:lowdin_charge:R:1 method="wB97M-V/def2-TZVPD" orbital_gap_ev=9.11 e_homo_ev=-8.75 smiles="CCO[C@H](I)O[C@@H](COCCC(=O)OC(C)=O)Cc1cccc(C)c1.CCOC(=O)OC.CCOC(=O)OC.CCOC(=O)OC.CCOC(=O)OC.CCOC(=O)OC" e_tot_ev=-91556.6372
I -4.471 -0.240 -5.903 0.9822
O -4.568 -5.936 -3.316 0.1428
O -3.101 -4.726 -11.042 0.1237
O 9.437 -3.053 4.082 0.0035
O 0.625 3.731 1.821 0.1183
O -3.734 -3.610 -9.173 0.0278
O -4.019 1.558 -3.405 -0.1551
O 8.002 -1.322 3.808 0.1174
O 10.162 -1.044 4.436 0.0361
O 6.012 5.484 5.444 0.1191
O 2.789 4.019 2.434 0.0210
O -0.661 -2.343 -4.063 -0.1576
O 7.087 3.498 5.242 0.0209
O -5.974 2.582 6.202 0.0370
O 2.065 2.005 2.105 0.0032
O -2.545 -6.453 -5.323 0.1462
O -2.147 1.070 -4.651 -0.1481
O -4.447 3.717 5.171 0.0114
O -4.444 1.471 4.948 0.1128
O 7.911 4.990 6.577 0.0007
O -2.336 -6.418 -3.072 0.0618
O -2.293 -2.681 -10.497 0.0004
C -3.601 -5.355 -1.169 0.0235
C 9.957 0.374 4.516 -0.2076
C 0.981 1.111 1.843 -0.0365
C -1.918 1.523 -0.849 -0.0542
C -3.056 -3.768 -10.313 -0.6018
C 6.907 4.729 5.730 -0.5993
C -1.834 -0.122 -3.925 -0.3182
C 9.219 0.752 5.784 -0.0620
C -3.590 -5.939 -2.633 -0.4618
C -2.081 -5.899 -4.374 -0.3946
C -1.662 -3.347 -3.894 -0.1969
C -1.793 -1.015 -0.748 0.0074
C 8.355 -3.941 3.805 -0.0461
C -1.138 -1.232 -4.834 -0.1658
C -5.770 0.627 7.639 -0.0677
C -0.767 0.307 -2.812 -0.0594
C -3.773 -5.849 -8.212 -0.0616
C 7.895 6.317 7.102 -0.0450
C -2.530 -0.947 0.509 -0.2466
C -1.512 0.247 -1.428 -0.1908
C -4.580 -4.708 -8.798 -0.2060
C -2.863 -2.299 1.225 -0.0647
C -2.650 1.567 0.407 -0.0655
C -6.515 1.111 -3.297 -0.1009
C -5.032 0.723 -2.858 -0.3021
C 6.114 3.064 4.280 -0.1992
C 9.093 -1.759 4.075 -0.6011
C 1.718 3.297 2.085 -0.6000
C -4.915 2.488 5.392 -0.6050
C -1.173 -4.652 -4.621 -0.0270
C -1.440 -2.759 -11.637 -0.0468
C -3.251 3.731 4.398 -0.0393
C 2.587 5.436 2.503 -0.2081
C 1.856 5.826 3.773 -0.0613
C -6.581 1.337 6.573 -0.2136
C -2.982 0.310 1.097 -0.0391
C 6.366 3.688 2.924 -0.0604
C -3.567 1.311 -4.709 -0.7029
H -3.650 2.271 -5.289 0.1186
H -2.004 -2.997 -12.539 0.0958
H -4.649 -5.157 -0.856 0.0942
H -0.162 -4.905 -4.196 0.1407
H 9.441 0.738 3.625 0.1218
H 0.844 5.417 3.787 0.0696
H -6.287 -0.272 7.979 0.0799
H -1.897 -2.801 1.473 0.0832
H -2.423 3.326 4.982 0.1016
H -3.101 -6.281 -8.954 0.0790
H 6.214 1.980 4.205 0.1234
H -0.658 -3.500 -11.468 0.0987
H 7.853 -3.676 2.875 0.0954
H 8.663 6.377 7.871 0.0929
H 8.768 -4.943 3.703 0.0927
H -2.696 -3.020 -4.173 0.1355
H -5.602 1.285 8.494 0.0823
H -1.848 -1.652 -5.600 0.0779
H -4.431 -6.638 -7.846 0.0875
H -4.789 0.337 7.262 0.0737
H 8.134 7.032 6.314 0.0989
H -2.932 2.579 0.786 0.0968
H -2.702 -0.629 -3.440 0.1132
H -3.152 -5.496 -7.388 0.0539
H -7.567 1.580 6.968 0.1221
H -0.328 -0.721 -5.420 0.1436
H 7.392 3.501 2.598 0.0797
H 5.678 3.283 2.180 0.0790
H 0.131 -0.356 -2.796 0.1192
H -1.682 -3.590 -2.789 0.1072
H -3.026 4.767 4.151 0.0961
H -0.402 1.354 -2.968 0.1228
H -3.494 -2.097 2.129 0.0782
H 1.393 0.107 1.749 0.0953
H 10.948 0.830 4.524 0.1229
H -2.952 -4.443 -1.206 0.0586
H 7.648 -3.938 4.636 0.0987
H -5.028 0.931 -1.747 0.1213
H -5.267 -4.324 -8.042 0.1209
H 9.731 0.350 6.661 0.0828
H -3.132 -6.145 -0.517 0.1005
H 0.472 1.364 0.912 0.0806
H 6.236 4.771 2.956 0.0712
H -0.974 -1.784 -11.768 0.0923
H -7.201 1.148 -2.408 0.0740
H 8.208 0.342 5.791 0.0746
H 2.373 5.430 4.649 0.0816
H -6.731 0.707 5.694 0.1234
H -5.184 -5.034 -9.647 0.1236
H 0.279 1.122 2.678 0.0998
H 1.788 6.911 3.860 0.0815
H -3.450 -2.929 0.507 0.0568
H -4.845 -0.383 -2.920 0.0947
H 2.067 5.794 1.612 0.1241
H -6.545 2.124 -3.778 0.0842
H -3.570 0.328 2.046 0.0998
H -3.374 3.173 3.470 0.0838
H -1.669 2.457 -1.399 0.1142
H -1.033 -4.541 -5.722 0.1339
H -1.453 -1.980 -1.192 0.1046
H 5.103 3.270 4.637 0.1223
H -6.960 0.376 -4.012 0.0390
H 6.932 6.553 7.554 0.0959
H 9.149 1.836 5.880 0.0717
H 3.579 5.891 2.503 0.1193

---

Record 4
120
Properties=species:S:1:pos:R:3:lowdin_charge:R:1 method="wB97M-V/def2-TZVPD" orbital_gap_ev=1.14 e_homo_ev=-9.76 e_tot_ev=-74186.6144 total_charge=+1
Mg 0.317 -35.329 9.462 0.7559
O 4.836 -35.512 17.434 0.0275
O -0.152 -24.405 3.747 0.0775
O 3.529 -25.758 19.762 -0.0011
O 10.305 -34.064 14.510 0.0710
O 5.913 -33.831 -1.053 0.0052
O 6.940 -39.526 10.955 0.0369
O 14.652 -36.542 12.323 0.0398
O 2.944 -32.431 8.884 -0.0411
N 2.929 -26.977 19.923 -0.0953
N 2.834 -35.852 16.461 0.1582
N 1.807 -25.081 4.504 0.1513
N 6.218 -38.174 9.344 0.1493
N 5.719 -34.517 0.259 -0.0734
N 6.024 -37.437 11.347 0.1402
N 0.701 -26.429 3.390 0.1475
N 4.188 -34.338 15.653 0.1450
C 7.229 -36.428 -0.253 -0.0574
C 13.678 -35.859 12.853 -0.2218
C 12.263 -33.962 9.926 -0.1142
C 13.203 -35.903 17.151 -0.0620
C 7.849 -34.017 1.460 -0.0332
C 5.698 -34.538 2.590 -0.1523
C 5.655 -36.058 2.682 -0.1824
C 11.679 -34.411 12.630 -0.1026
C 3.974 -35.243 16.601 -0.7652
C 3.167 -30.121 7.802 0.0116
C 2.701 -30.492 10.203 -0.0631
C 11.371 -34.541 14.098 -0.2339
C 3.415 -31.137 9.074 -0.4706
C 6.466 -38.450 10.587 -0.7553
C 5.922 -32.405 1.462 -0.0334
C 10.781 -33.691 11.876 0.0181
C 4.660 -27.826 21.461 -0.0230
C 6.312 -33.897 1.386 -0.5532
C 5.264 -36.752 1.390 -0.1064
C 12.845 -34.949 12.035 -0.0584
C 12.173 -35.431 16.352 -0.0192
C 2.450 -29.695 20.183 -0.1976
C 2.299 -26.904 17.478 -0.0467
C 2.294 -28.823 21.461 -0.1038
C 12.403 -35.246 15.000 -0.0651
C 2.948 -27.767 18.582 -0.4254
C 2.065 -29.079 18.856 -0.1425
C 3.174 -27.553 21.321 -0.4945
C 2.682 -26.504 22.308 -0.0341
C 11.083 -33.505 10.446 -0.0322
C 4.336 -28.213 17.996 -0.0271
C 14.349 -36.447 16.536 -0.0285
C 0.656 -25.264 3.948 -0.8315
C 5.840 -35.974 0.091 -0.4810
C 4.915 -36.414 -1.066 -0.0477
C 13.485 -35.858 14.304 -0.0963
C 13.135 -34.669 10.654 0.0033
C 14.505 -36.367 15.115 0.0176
H 8.234 -34.911 1.952 0.0776
H 1.726 -24.247 5.068 0.1197
H 5.455 -37.825 1.388 0.1150
H 4.954 -28.563 18.823 0.0602
H 1.700 -26.080 22.101 0.0962
H 4.693 -37.467 -0.890 0.0841
H 0.977 -29.069 18.795 0.1127
H 15.445 -36.700 14.700 0.1156
H 2.642 -29.412 22.310 0.1196
H 6.414 -34.471 3.409 0.1200
H 4.502 -31.138 9.152 0.1314
H 4.744 -34.031 2.732 0.1195
H 9.779 -33.418 12.171 0.1078
H 5.140 -34.052 15.473 0.1211
H 3.929 -30.440 7.092 0.0788
H 6.483 -31.796 2.171 0.0813
H 2.935 -26.893 23.295 0.0926
H 2.060 -27.491 16.591 0.0821
H 4.090 -35.702 -1.023 0.0869
H 5.402 -27.164 21.013 0.0891
H 3.390 -34.290 15.036 0.0876
H 8.412 -33.243 1.981 0.0783
H 4.410 -26.106 19.604 0.0804
H 11.314 -35.174 16.953 0.1216
H 4.781 -28.721 20.851 0.0589
H 1.712 -30.496 20.233 0.1070
H 3.275 -29.603 10.462 0.1015
H 5.153 -36.285 -2.122 0.0830
H 6.343 -31.929 0.577 0.0774
H 0.014 -26.659 2.686 0.1198
H 2.143 -30.179 7.433 0.0828
H 6.638 -36.462 2.926 0.1046
H 2.294 -35.640 15.635 0.0983
H 12.942 -36.133 18.174 0.1066
H 7.906 -36.736 0.544 0.0763
H 1.744 -29.995 10.043 0.0930
H 6.096 -38.923 8.678 0.1265
H 6.831 -34.055 -1.223 0.0644
H 2.137 -29.842 18.080 0.1072
H 2.631 -36.697 16.975 0.1278
H 5.627 -36.617 10.910 0.0919
H 4.862 -32.160 1.522 0.0862
H 2.472 -25.787 4.786 0.1104
H 12.416 -33.897 8.859 0.1125
H 7.814 -35.748 -0.872 0.0812
H 13.938 -35.166 10.131 0.1238
H 3.430 -30.170 20.122 0.1055
H 1.394 -26.594 17.999 0.0875
H 1.227 -28.702 21.649 0.1207
H 3.366 -25.664 22.189 0.0762
H 4.938 -27.343 17.734 0.0755
H 10.307 -33.158 9.780 0.0956
H 6.561 -37.463 12.202 0.1170
H 5.839 -37.244 9.232 0.0945
H 8.365 -33.810 0.522 0.0811
H 5.068 -36.256 3.578 0.1081
H 4.209 -36.812 1.121 0.1008
H 4.137 -28.872 17.150 0.0895
H 15.149 -36.741 17.199 0.1011
H 7.212 -37.428 -0.684 0.0890
H 3.357 -29.049 7.852 0.0871
H 4.968 -28.140 22.458 0.0974
H 1.092 -27.233 3.860 0.1053
H 2.930 -26.062 17.192 0.0779
H 2.522 -31.134 11.066 0.0862